{"formula": "C34H97N5O12", "method": "ωB97M-V/def2-TZVPD", "elements": ["C", "C", "O", "H", "H", "H", "H", "H", "H", "C", "C", "O", "H", "H", "H", "H", "H", "H", "C", "C", "O", "H", "H", "H", "H", "H", "H", "C", "C", "O", "H", "H", "H", "H", "H", "H", "C", "C", "O", "H", "H", "H", "H", "H", "H", "C", "C", "O", "H", "H", "H", "H", "H", "H", "C", "C", "O", "H", "H", "H", "H", "H", "H", "C", "C", "C", "O", "C", "N", "H", "H", "H", "H", "H", "H", "H", "H", "H", "H", "H", "C", "C", "C", "O", "C", "N", "H", "H", "H", "H", "H", "H", "H", "H", "H", "H", "H", "C", "C", "C", "O", "C", "N", "H", "H", "H", "H", "H", "H", "H", "H", "H", "H", "H", "C", "C", "C", "O", "C", "N", "H", "H", "H", "H", "H", "H", "H", "H", "H", "H", "H", "C", "C", "C", "O", "C", "N", "H", "H", "H", "H", "H", "H", "H", "H", "H", "H", "H"], "coordinates": [[2.465483, -7.677451, -1.796009], [1.450203, -7.073381, -0.811909], [1.910923, -5.749621, -0.503709], [3.507593, -7.548001, -1.503869], [2.421563, -7.262171, -2.802849], [2.294223, -8.748961, -1.899109], [1.298603, -7.543221, 0.159881], [0.477643, -6.956081, -1.289909], [1.156913, -5.167331, -0.622009], [-8.913407, -1.388281, 2.641541], [-7.586487, -0.711171, 2.103511], [-7.169157, 0.152879, 3.082041], [-9.742247, -0.697311, 2.487691], [-8.830397, -1.760961, 3.662481], [-9.158117, -2.247821, 2.017521], [-7.799597, -0.042691, 1.269351], [-6.815907, -1.419971, 1.800311], [-6.891447, 0.910779, 2.562361], [-0.265937, 2.194749, 7.133411], [0.941953, 3.168589, 7.042301], [1.856963, 2.753959, 6.017521], [-0.697727, 1.923479, 6.170051], [-1.060927, 2.624229, 7.743041], [0.101073, 1.259819, 7.556861], [1.468003, 3.091509, 7.993841], [0.647293, 4.198189, 6.839361], [2.432413, 3.488929, 5.793291], [2.302023, 4.609469, 1.651671], [3.800633, 4.373589, 1.262671], [4.564943, 4.525669, 2.354991], [2.239443, 5.357029, 2.442461], [1.845733, 3.706889, 2.058171], [1.741903, 5.023759, 0.813381], [4.107083, 5.184419, 0.601811], [4.024863, 3.454359, 0.721531], [4.553193, 5.468909, 2.533241], [-3.587047, 4.741969, 3.278681], [-4.786747, 4.997679, 2.350841], [-5.232967, 3.815949, 1.671761], [-3.392657, 5.559729, 3.972631], [-2.711727, 4.621319, 2.640431], [-3.677197, 3.781029, 3.785211], [-4.540387, 5.726029, 1.578241], [-5.657417, 5.334459, 2.913531], [-5.731637, 4.104659, 0.903931], [-1.554037, -0.274701, 1.336511], [-1.317347, -0.624831, -0.113349], [-1.227067, -1.949661, -0.381849], [-1.505317, 0.790829, 1.560941], [-0.840127, -0.738981, 2.016861], [-2.497307, -0.642291, 1.740521], [-0.411397, -0.106861, -0.428109], [-2.101407, -0.151821, -0.704639], [-1.583917, -2.104211, -1.259559], [4.536753, -1.238451, -1.591439], [5.226893, -2.418371, -2.212259], [4.387293, -3.233321, -2.920779], [5.220973, -0.394721, -1.501719], [4.239903, -1.549641, -0.589879], [3.659973, -0.877511, -2.129099], [5.608363, -3.055241, -1.414149], [6.002933, -2.006091, -2.857169], [3.959183, -3.859451, -2.332319], [-1.335957, 8.127869, -6.593219], [-0.413627, 7.880819, -5.382079], [-0.810587, 6.553459, -4.664839], [-2.033877, 6.580169, -4.103609], [-2.230867, 5.661199, -3.015029], [0.971963, 7.906659, -5.922869], [-1.165797, 9.041549, -7.162719], [-2.395457, 8.212689, -6.351619], [-1.405107, 7.348739, -7.352349], [-0.594297, 8.730569, -4.723759], [-0.024567, 6.334679, -3.942049], [-0.876427, 5.834209, -5.481189], [-3.243537, 5.854119, -2.660919], [-1.597327, 5.874629, -2.154119], [-2.181067, 4.641969, -3.398169], [1.306543, 7.105859, -6.439479], [0.958393, 8.636289, -6.621119], [6.396653, -0.604331, 4.682681], [6.139883, -2.132251, 4.941911], [6.516383, -2.704331, 6.293911], [7.901643, -2.969641, 6.223781], [8.492333, -3.421751, 7.438871], [4.658063, -2.112851, 5.077881], [7.412983, -0.367421, 4.997401], [5.692043, 0.049069, 5.197161], [6.289223, -0.403201, 3.616801], [6.466793, -2.744821, 4.101661], [6.062173, -3.689301, 6.401791], [6.275123, -2.049101, 7.130911], [8.407193, -2.537021, 8.069831], [9.520703, -3.675521, 7.181661], [8.056493, -4.303691, 7.908261], [4.338953, -1.436151, 5.756361], [4.324643, -1.725391, 4.206771], [6.076963, 1.309669, -8.277499], [4.559273, 1.121819, -8.142319], [4.210323, 0.974849, -6.583409], [2.823523, 0.796089, -6.403239], [1.914173, 1.847479, -6.130929], [3.905773, 2.296139, -8.595769], [6.444383, 1.846349, -7.402809], [6.327933, 1.745709, -9.244439], [6.588813, 0.354049, -8.163859], [4.142373, 0.291019, -8.711599], [4.458153, 1.864949, -6.005139], [4.658943, 0.051389, -6.217269], [0.905883, 1.607959, -6.468719], [2.255853, 2.752769, -6.632729], [1.929163, 2.125599, -5.077119], [4.071983, 2.335829, -9.591199], [2.917783, 2.253809, -8.390359], [-4.960967, -4.082901, 7.379411], [-4.141897, -5.014031, 6.590811], [-4.422867, -4.699281, 5.032141], [-3.380527, -5.276421, 4.172721], [-3.849507, -5.282121, 2.800521], [-2.740007, -4.782121, 6.932071], [-4.747047, -4.213261, 8.440231], [-6.013727, -4.313321, 7.215981], [-4.810337, -3.022251, 7.178341], [-4.381777, -6.063151, 6.763781], [-4.559087, -3.638661, 4.820921], [-5.374007, -5.218271, 4.913461], [-4.176327, -4.270971, 2.557861], [-4.815057, -5.730231, 2.565951], [-3.276107, -5.833151, 2.055091], [-2.638457, -3.783811, 6.817361], [-2.198617, -5.206261, 6.192411], [-3.635827, -4.714241, -4.066469], [-3.319277, -3.475251, -4.916289], [-4.339397, -2.334021, -4.634969], [-3.944997, -1.027321, -5.082009], [-4.465917, 0.115009, -4.407849], [-1.975127, -2.978701, -4.547199], [-4.288967, -5.453811, -4.529659], [-4.166057, -4.412871, -3.163069], [-2.736427, -5.224631, -3.721949], [-3.290357, -3.687841, -5.984969], [-4.495617, -2.211801, -3.563169], [-5.251197, -2.636701, -5.149859], [-3.979077, 0.135119, -3.432819], [-5.554167, 0.115109, -4.346119], [-4.233147, 1.047309, -4.922379], [-1.837547, -2.041541, -4.897799], [-1.237367, -3.581101, -4.883259]], "atomic_forces_ev_per_a": [[-0.238, -0.696, 0.318], [0.632, 1.087, -0.592], [-0.085, 0.405, -0.134], [-0.134, 0.075, 0.494], [-0.441, 0.279, 0.118], [0.000, -0.128, -0.007], [0.286, -0.751, -0.299], [-0.124, -0.448, -0.102], [0.138, 0.262, 0.172], [0.973, -0.068, -1.644], [-2.332, -1.046, -0.131], [1.177, 1.407, 1.158], [0.068, 0.103, 0.524], [0.134, 0.409, 0.003], [0.038, -0.179, -0.075], [-0.446, -0.761, -0.762], [0.019, -0.287, 0.110], [0.420, 0.453, 0.827], [0.862, 0.294, -0.388], [-0.215, -0.722, -0.294], [-0.428, -0.303, -0.034], [0.135, 0.339, -0.183], [0.140, -0.085, 0.168], [-0.192, 0.019, 0.217], [-0.058, 0.396, 0.224], [-0.246, 0.033, 0.202], [0.017, 0.017, 0.057], [0.574, -0.396, -0.539], [-2.340, 1.220, -1.917], [2.157, -0.219, 2.753], [0.259, 0.102, 0.036], [-0.113, -0.022, -0.210], [-0.195, -0.356, -0.089], [-0.350, 0.000, -0.822], [-0.268, -0.244, 0.385], [0.263, -0.088, 0.424], [-0.084, -0.525, -1.224], [-0.426, -0.055, 0.309], [0.570, -0.426, 0.105], [-0.250, -0.087, -0.018], [0.203, 0.111, 0.049], [-0.300, 0.183, 0.292], [0.140, 0.344, 0.239], [0.135, 0.456, 0.235], [-0.016, -0.048, 0.002], [-0.108, -0.621, 1.145], [-0.027, 2.934, 0.178], [-0.124, -2.339, -0.111], [-0.015, 0.092, -0.431], [0.449, -0.098, -0.263], [-0.344, 0.027, -0.383], [0.406, 0.111, -0.053], [-0.346, 0.053, -0.105], [0.108, -0.223, -0.085], [-0.259, 0.482, 0.937], [0.629, 0.545, 0.802], [-1.301, -1.060, -1.723], [0.061, 0.023, 0.164], [-0.346, 0.418, 0.122], [0.043, -0.265, -0.210], [0.963, 0.437, 0.118], [0.219, -0.643, -0.207], [-0.061, 0.014, 0.031], [-1.673, -0.048, -0.206], [-0.873, -0.414, -1.810], [2.286, 0.600, -1.783], [-2.214, 0.554, 2.019], [-0.722, 0.895, -0.790], [0.023, 0.484, 1.008], [0.595, 0.211, 0.279], [-0.153, 0.111, 0.673], [0.791, -0.493, 0.116], [0.496, -0.062, 0.324], [0.209, -0.324, 0.024], [0.781, -0.676, -0.097], [-0.082, -0.135, -0.160], [0.529, -0.213, -0.227], [0.297, -0.175, 0.308], [-0.543, -0.580, 0.263], [0.261, 0.248, 0.063], [1.752, -1.034, 0.119], [-2.671, 2.627, 1.464], [1.780, -0.869, -1.025], [0.733, -0.494, 0.140], [-0.048, 1.010, -0.850], [-0.844, -1.454, -1.427], [0.158, 0.412, -0.203], [0.105, -0.263, 0.235], [0.111, 0.010, -0.041], [-0.105, -0.115, 0.268], [-0.734, 0.195, 0.186], [-0.175, 0.213, 0.089], [0.487, -0.337, 0.833], [0.043, 0.253, 0.250], [-0.513, -0.031, -0.152], [0.403, 0.028, 0.331], [-0.493, -0.139, -0.219], [-0.436, -1.091, 0.457], [0.418, -0.079, 2.484], [-0.753, 0.085, -1.635], [-1.482, -1.323, -0.217], [1.455, 0.769, -0.087], [-0.121, 1.406, -0.386], [-0.009, 0.727, -0.409], [0.213, 0.186, 0.249], [-0.033, -0.249, -0.395], [0.442, -0.767, 0.376], [0.865, 0.072, -0.208], [0.255, 0.221, 0.251], [0.203, -0.310, 0.068], [-0.233, 0.258, -0.201], [-0.248, -0.296, 0.314], [-0.479, 0.439, -0.204], [-0.074, -0.046, -0.445], [-1.389, 0.120, 1.197], [1.516, 0.736, -2.596], [0.702, -1.752, 1.106], [-1.735, -0.145, -0.438], [-1.187, 0.499, 0.381], [-0.345, -0.248, -0.113], [-0.094, -0.101, 0.085], [-0.198, 0.218, 0.127], [0.206, -0.044, -0.372], [-0.108, 0.032, 0.061], [0.228, 0.167, 0.071], [-0.205, 0.024, -0.787], [1.099, 0.504, -0.578], [-0.580, -0.912, 1.263], [1.126, 0.698, 0.552], [0.534, 0.279, 0.085], [0.426, -0.058, -0.050], [-0.513, 0.095, 0.166], [1.125, 1.157, 0.316], [0.078, 0.482, 0.114], [0.497, -0.191, -1.279], [0.165, -0.820, 0.217], [-0.421, 0.048, 0.691], [0.081, 0.101, -0.350], [0.074, 0.125, 0.161], [0.105, 0.100, -0.269], [-0.536, -0.228, -0.154], [-0.159, -0.555, 0.242], [-0.412, 0.141, 0.219], [-0.388, 0.270, 0.377], [-0.143, -0.326, 0.292], [0.458, -0.368, -0.372], [0.034, 0.016, -0.172], [-0.029, -0.004, -0.089]], "mulliken_charge": [-1.051, -0.116, -0.504, 0.302, 0.272, 0.335, 0.245, 0.225, 0.292, -1.026, -0.181, -0.489, 0.273, 0.298, 0.323, 0.308, 0.194, 0.300, -0.997, -0.196, -0.507, 0.272, 0.323, 0.282, 0.228, 0.311, 0.281, -0.858, -0.276, -0.515, 0.296, 0.219, 0.286, 0.250, 0.287, 0.311, -0.939, -0.201, -0.522, 0.330, 0.226, 0.273, 0.276, 0.260, 0.299, -1.125, 0.043, -0.479, 0.327, 0.312, 0.265, 0.232, 0.118, 0.276, -0.932, -0.226, -0.522, 0.307, 0.275, 0.284, 0.263, 0.269, 0.281, -1.486, 0.541, -0.535, -0.336, -0.712, -0.707, 0.387, 0.359, 0.343, 0.176, 0.355, 0.243, 0.258, 0.293, 0.301, 0.240, 0.281, -1.298, 0.398, -0.704, -0.323, -0.710, -0.797, 0.351, 0.306, 0.352, 0.344, 0.401, 0.324, 0.306, 0.230, 0.281, 0.257, 0.283, -1.252, 0.651, -0.890, -0.367, -0.733, -0.732, 0.327, 0.345, 0.337, 0.317, 0.400, 0.314, 0.272, 0.337, 0.254, 0.243, 0.177, -1.528, 0.363, -0.661, -0.330, -0.843, -0.766, 0.399, 0.372, 0.363, 0.333, 0.383, 0.328, 0.294, 0.339, 0.339, 0.280, 0.336, -1.379, 0.592, -0.825, -0.348, -0.526, -0.619, 0.347, 0.327, 0.345, 0.339, 0.409, 0.266, 0.142, 0.286, 0.251, 0.224, 0.202], "molar_mass_g_mol": 768.2, "e_tot_ha": -2529.8955, "orbital_gap_ev": 8.65, "de_lowest_kcal_mol": 138.0, "smiles": "COC[C@H](C)N.COC[C@H](C)N.COC[C@H](C)N.COC[C@H](C)N.COC[C@H](C)N.CCO.CCO.CCO.CCO.CCO.CCO.CCO", "e_homo_ev": -8.68}